1.
# C10H13NO

The molecule C10H13NO in a non-equilibrium geometry (the ωB97M-V functional and the def2-TZVPD basis, the OMol25 dataset).

The geometry in XYZ format:
```
25
Properties=species:S:1:pos:R:3:forces:R:3
C 2.60216 1.43751 0.74575 -1.224 0.287 -2.847
C 1.14542 1.02983 0.43219 0.318 0.528 4.140
C 0.62021 -0.03482 1.39097 -0.967 1.787 1.652
C 0.45283 0.30627 2.88367 -1.108 0.803 -1.222
O 0.99607 -1.33569 1.14879 2.396 -1.544 -0.562
N -0.33871 -0.97493 0.98424 -3.003 -0.468 -0.403
C -0.85901 -0.95789 -0.35322 2.889 -0.845 1.174
C -0.13328 -1.34170 -1.44278 -1.317 0.163 -2.399
C -0.77234 -1.13955 -2.71220 0.997 -1.464 0.836
C -2.08734 -0.73789 -2.80641 -0.557 1.645 -0.110
C -2.77231 -0.35715 -1.63837 -1.992 0.817 -1.658
C -2.11560 -0.51663 -0.45444 -3.150 1.871 0.917
H 2.78781 1.93312 1.64343 0.031 0.605 1.650
H 2.90883 2.12371 -0.06437 0.002 -0.144 0.355
H 3.20948 0.58014 0.62483 0.819 -0.939 0.214
H 1.06129 0.57077 -0.45712 0.092 -1.107 -3.466
H 0.45293 1.85840 0.46897 -0.133 0.439 -0.012
H 1.32623 0.88850 3.02460 0.765 0.723 1.304
H 0.41614 -0.58667 3.47836 0.279 -0.435 0.139
H -0.49395 0.89049 3.14680 1.350 -0.538 -0.779
H 0.83188 -1.79872 -1.38554 0.432 0.083 0.145
H -0.21678 -1.45408 -3.59630 -0.185 0.289 0.085
H -2.53898 -0.43019 -3.75742 0.274 -0.683 0.186
H -3.85904 0.16689 -1.72275 2.818 -1.523 0.379
H -2.62393 -0.11972 0.41834 0.175 -0.352 0.285
```
Forces are in eV/Å.

Values from the calculation:
Calculated total energy ... -14115.1716 eV
HOMO ... -8.651 eV
Relative energy (zero: lowest compared OMol25 entry of this formula, charge and spin) ... 314.83 kJ/mol
Spin multiplicity ... 1
Structure (SMILES) ... CC[C@]1(C)ON1c1ccccc1
Frontier orbital gap ... 9.6 eV

2.
# C30H31N3O4

The molecule C30H31N3O4 (the ωB97M-V functional and the def2-TZVPD basis, the OMol25 dataset).

The geometry in XYZ format:
```
68
Properties=species:S:1:pos:R:3:forces:R:3
C 4.72765 -1.14322 -6.28177 0.138 -0.168 0.174
C 5.28489 -1.12314 -4.85670 0.004 0.171 -0.128
C 6.34552 -0.03041 -4.70634 -0.023 -0.280 0.021
C 4.17685 -0.94116 -3.84989 0.120 -0.272 0.055
C 3.38494 0.20129 -3.83384 0.045 -0.057 0.068
C 2.37253 0.36125 -2.91288 -0.006 0.113 0.061
C 2.10467 -0.61437 -1.94545 0.173 -0.134 -0.224
N 1.03383 -0.44744 -1.07178 -0.415 -0.047 -0.070
C 0.64529 -1.50974 -0.17239 0.151 -0.235 0.247
C 1.44473 -1.47536 1.14417 -0.154 -0.498 -0.356
N 1.27000 -0.17746 1.75793 0.134 0.091 0.040
C 0.43956 0.08865 2.79029 0.168 0.003 0.022
O 0.05026 1.22850 3.03011 -0.183 0.124 0.072
C 0.03971 -1.05691 3.65757 -0.216 -0.090 0.233
C 0.98730 -1.91801 4.19870 -0.139 0.071 0.063
C 0.60238 -2.96857 5.01155 0.113 -0.067 0.021
C -0.74194 -3.17194 5.27966 0.082 0.076 -0.051
C -1.69655 -2.30797 4.77768 -0.149 -0.037 0.044
C -1.31456 -1.22823 3.98638 0.219 -0.250 0.071
N -2.22761 -0.28935 3.51363 0.148 0.366 0.105
C -3.56048 -0.43317 3.33217 0.237 0.087 -0.085
O -4.22245 -1.40934 3.61511 -0.164 -0.121 0.063
C -4.20904 0.79411 2.76612 -0.073 -0.050 -0.469
C -4.14635 1.19512 1.49172 -0.021 -0.034 0.454
C -3.32343 0.45531 0.49834 0.496 -0.400 -0.093
O -2.27642 -0.10335 0.72171 -0.043 0.018 -0.027
O -3.88045 0.45902 -0.71512 -0.407 0.088 -0.402
C -4.90984 2.34971 0.98857 -0.258 0.247 0.001
C -4.30483 3.27026 0.13652 -0.077 -0.016 0.109
C -5.01077 4.36682 -0.32140 0.074 0.041 -0.047
C -6.32971 4.55347 0.05745 -0.070 0.017 0.009
C -6.93953 3.63999 0.90115 -0.077 0.114 0.016
C -6.23458 2.54630 1.36813 0.140 -0.060 -0.050
C 1.64645 0.90827 0.87396 -0.086 0.507 -0.166
C 0.83015 0.83266 -0.42508 0.172 0.268 0.280
C 2.89626 -1.76482 -1.96973 -0.184 0.023 0.217
C 3.90322 -1.91758 -2.90462 0.078 0.135 -0.186
H 3.97554 -1.92277 -6.38281 -0.080 -0.042 -0.069
H 5.52497 -1.33549 -6.99668 0.057 0.008 -0.128
H 4.26762 -0.18974 -6.52924 -0.065 0.121 -0.056
H 5.76285 -2.09064 -4.66447 -0.068 0.061 0.027
H 6.73935 -0.02193 -3.69218 0.064 0.059 0.073
H 7.16847 -0.20536 -5.39618 0.108 0.042 -0.078
H 5.92320 0.94880 -4.91795 -0.035 0.141 -0.026
H 3.55167 0.98315 -4.56027 0.014 0.098 -0.098
H 1.76608 1.25295 -2.96150 -0.074 0.051 -0.001
H 0.74805 -2.47655 -0.66373 -0.023 0.001 0.016
H -0.41030 -1.35663 0.07473 0.101 -0.102 -0.026
H 1.08980 -2.26226 1.80732 0.099 0.062 -0.101
H 2.51205 -1.62095 0.94335 -0.061 -0.057 0.057
H 2.03411 -1.74967 3.98918 0.078 0.002 -0.068
H 1.34787 -3.62750 5.43018 0.064 -0.051 0.034
H -1.04888 -4.00056 5.89992 -0.042 -0.062 0.051
H -2.74086 -2.45502 4.99698 -0.040 0.002 0.001
H -1.78920 0.56067 3.16687 -0.194 -0.099 0.049
H -4.85945 1.31435 3.45701 -0.035 0.101 0.019
H -3.34029 -0.04825 -1.34217 0.118 0.023 0.321
H -3.27240 3.13483 -0.15180 0.094 -0.019 -0.064
H -4.53046 5.07819 -0.97681 0.041 0.059 -0.044
H -6.88155 5.40760 -0.30568 -0.046 0.063 -0.033
H -7.96952 3.77903 1.19458 -0.082 0.006 0.019
H -6.71605 1.82469 2.01108 -0.051 -0.086 0.051
H 2.71404 0.81861 0.64515 -0.046 0.012 0.008
H 1.45623 1.84799 1.39377 0.103 -0.095 -0.085
H -0.23137 0.92232 -0.17532 0.082 0.083 -0.039
H 1.11271 1.65230 -1.08181 -0.050 -0.015 0.022
H 2.74259 -2.55895 -1.25584 -0.044 -0.032 0.089
H 4.49549 -2.82241 -2.88731 0.067 -0.079 -0.016
```
Forces are in eV/Å.

Values from the calculation:
Calculated total energy ... -44274.9572 eV
HOMO ... -7.531 eV
Relative energy (zero: lowest compared OMol25 entry of this formula, charge and spin) ... 0.67 kJ/mol
Spin multiplicity ... 1
Structure (SMILES) ... CC(C)c1ccc(N2CCN(C(=O)c3ccccc3NC(=O)/C=C(\C(=O)O)c3ccccc3)CC2)cc1
Frontier orbital gap ... 7.7 eV

What is the spin multiplicity in the second record? 1

What is the formula in the second record? C30H31N3O4